This record from the Open Molecules 2025 dataset describes a 13-piece molecular cluster, C30H79N24O14S overall in a non-equilibrium geometry. The level of theory is ωB97M-V/def2-TZVPD.

Net charge   +1
Kohn-Sham gap   7.19 eV
HOMO energy   -10.3 eV
Largest force on an atom   2.9 eV Å⁻¹
LUMO   -3.158 eV

Each line ends with the Mulliken charge.
Element x y z (Å)
S  2.50098  0.34552  0.04350  -0.004
O  2.00879  -3.62207  0.04738  -0.676
O  -2.14182  3.06742  -7.01923  -0.645
O  -5.86264  -6.02358  4.12316  -0.683
O  -3.42000  -2.06667  -1.17845  -0.576
O  2.67614  4.95918  3.34906  -0.494
O  -0.34879  6.36367  -3.63846  -0.585
O  -1.79957  -7.11282  0.90964  -0.718
O  8.33624  -2.42569  -2.31211  -0.646
O  -0.00019  12.29797  -4.52827  -0.646
O  -4.58014  -9.67417  3.65945  -0.727
O  4.85558  -3.60225  5.53091  -0.636
O  3.77917  1.94659  3.36725  -0.284
O  5.23939  -2.95839  -4.18561  -0.685
O  -2.38675  6.42011  -0.89250  -0.593
N  5.09306  -1.59289  6.54330  -0.357
N  -0.07715  10.21588  -5.41637  -0.301
N  0.73411  7.51917  -2.02517  -0.520
N  3.35025  -2.71807  -2.95551  -0.321
N  -2.12412  1.13928  -5.83058  -0.297
N  -4.55605  7.06536  -0.77069  -0.449
N  1.95287  -4.40479  2.17967  -0.354
N  -3.52197  -3.68878  -2.76135  -0.457
N  5.19524  -3.74439  -2.06473  -0.247
N  -3.56550  6.73614  -2.80790  -0.366
N  -4.38441  -7.04517  2.74484  -0.166
N  0.03040  -6.57574  -0.30736  -0.327
N  -4.28870  -4.77565  3.06402  -0.180
N  1.91040  6.50242  -3.71649  -0.453
N  0.45247  10.51718  -3.20258  -0.353
N  0.12021  -3.37321  1.28087  -0.002
N  -5.41109  -11.73765  3.23693  -0.398
N  -1.81039  -7.48949  -1.32430  -0.407
N  -4.97716  -3.70028  -0.99093  -0.341
N  -1.68177  3.14653  -4.80396  -0.202
N  10.18040  -1.85018  -3.50196  -0.413
N  8.35814  -2.76453  -4.55118  -0.290
N  3.80441  -1.79983  4.65120  -0.183
N  -3.47621  -11.03527  2.22359  -0.376
C  -3.04142  0.33018  1.75488  2.496
C  -4.53726  0.25471  1.18853  -1.651
C  -0.04428  2.35252  2.45192  0.006
C  2.96559  0.31325  1.82990  0.008
C  -3.43462  6.72095  -1.45715  0.715
C  3.82172  4.33939  2.70410  -0.495
C  1.39928  -3.78916  1.10309  0.474
C  -1.29126  2.44676  -1.10884  -1.681
C  0.98894  4.99739  1.51347  -0.756
C  8.91941  -2.35201  -3.38684  0.627
C  1.58300  4.34365  2.68309  0.137
C  -4.91090  -5.96071  3.36198  0.512
C  -1.99265  2.49162  -5.95738  0.504
C  0.11696  11.09374  -4.39236  0.522
C  -3.14272  3.15279  0.49176  -0.931
C  -2.99044  1.14298  3.11096  -1.654
C  -0.64549  2.97435  1.27874  -0.126
C  4.60434  -2.41287  5.57596  0.604
C  -1.80751  2.30494  0.41023  2.510
C  0.69762  6.76681  -3.16021  0.718
C  -1.23058  -7.06355  -0.17068  0.705
C  -3.93973  -3.08569  -1.61461  0.627
C  -2.68514  -1.18367  2.14202  -1.540
C  1.04573  3.05216  3.14216  -0.619
C  4.63785  -3.13027  -3.13878  0.631
C  -0.11787  4.30971  0.82062  -0.227
C  4.14806  1.34193  2.14641  -0.716
C  -1.98230  0.75080  0.66649  -1.067
C  -4.49568  -10.74542  3.07868  0.684
C  4.45067  3.19318  3.60422  -0.559
H  -6.17801  -11.55799  3.86175  0.234
H  -4.04280  2.65762  0.04774  0.335
H  -0.96799  0.34516  0.97963  -0.399
H  2.78115  6.82623  -3.33785  0.151
H  6.14739  -4.05989  -2.15827  0.191
H  -1.71729  -1.21734  2.73056  0.258
H  -5.41765  -4.53523  -1.33021  0.165
H  -2.35355  0.62181  -6.66096  0.207
H  -1.37708  3.50302  -1.48729  0.356
H  2.43113  -0.98783  -0.32760  0.242
H  2.90155  -4.72971  2.08765  0.230
H  5.10302  0.75242  2.18995  0.331
H  -4.81137  -7.94480  2.93450  0.148
H  -2.75371  6.48523  -3.35175  0.219
H  -3.38682  -11.90747  1.73685  0.162
H  -4.98935  -0.70729  1.56901  0.443
H  -1.81210  1.74410  -1.80741  0.572
H  -1.57656  4.14645  -4.85737  0.086
H  -3.49981  -1.67596  2.73292  0.515
H  -1.36069  -7.45721  -2.22027  0.165
H  8.81648  -2.71472  -5.44162  0.172
H  -0.32724  -2.91369  0.50531  -0.037
H  3.23206  -0.73247  2.12480  0.282
H  3.48029  3.91009  1.72737  0.254
H  -2.54741  -1.80448  1.20545  0.028
H  -2.75597  -3.26183  -3.25106  0.195
H  4.24899  2.06177  1.29013  0.506
H  2.90177  -2.25797  -3.72857  0.176
H  1.58062  7.86450  -1.61081  0.183
H  -2.74435  -7.85621  -1.25978  0.228
H  0.48742  -6.25266  0.52710  0.167
H  7.42335  -3.14128  -4.50025  0.184
H  4.89607  -0.61084  6.59578  0.155
H  -0.51105  4.82870  -0.08413  -0.025
H  0.51772  -6.52127  -1.18260  0.142
H  -3.93436  -4.52316  -3.13529  0.152
H  5.57158  3.16236  3.49827  0.386
H  -4.04948  1.18685  3.50419  0.462
H  1.91906  5.94961  -4.55667  0.235
H  10.62737  -1.53530  -2.65901  0.218
H  -4.55642  0.17122  0.06796  0.239
H  -2.41174  0.57944  3.89806  0.264
H  0.60323  11.13248  -2.42245  0.172
H  -0.39529  -3.50072  2.13359  0.119
H  -3.50604  -4.69944  2.44164  0.105
H  5.68531  -2.00986  7.24075  0.227
H  -4.49782  7.06592  0.23281  0.229
H  -0.17625  2.24629  -1.05945  0.062
H  2.83856  -2.84901  -2.10075  0.153
H  3.42490  -2.37731  3.92139  0.093
H  -3.33558  3.55825  1.52584  0.303
H  0.01386  9.22072  -5.32432  0.151
H  -4.64875  -3.94617  3.50162  0.132
H  -0.14989  7.73166  -1.58624  0.192
H  -5.31331  -3.28322  -0.13995  0.205
H  -2.95688  4.07663  -0.14572  -0.081
H  -0.39573  1.36704  2.83061  0.468
H  1.47077  -4.55113  3.04910  0.183
H  4.25864  3.46061  4.68096  0.313
H  -2.00626  0.64552  -4.96603  0.144
H  -2.64237  2.19883  3.02172  0.226
H  -5.36050  -12.62393  2.77047  0.159
H  2.06046  0.64701  2.41581  0.023
H  -5.42350  7.31496  -1.20811  0.147
H  -1.55445  2.69119  -3.91973  0.221
H  4.71444  -3.89410  -1.19651  0.157
H  -0.32611  10.60269  -6.30982  0.196
H  -5.17181  1.10764  1.56388  0.423
H  1.38153  5.96945  1.13716  0.435
H  -4.41434  6.98211  -3.28232  0.162
H  3.58111  -0.82082  4.66637  0.104
H  1.21232  0.83714  -0.12051  0.214
H  -2.77973  -10.32351  2.08288  0.216
H  -2.20867  0.25026  -0.31946  0.315
H  -3.60141  -6.99930  2.11742  0.280
H  1.52986  2.63169  4.05602  0.436
H  10.67610  -1.78088  -4.37080  0.158
H  4.62216  5.09343  2.44566  0.356
H  0.55411  9.52659  -3.07118  0.320

=====

This record from the Open Molecules 2025 dataset describes C41H72F6N4O24S2 as an isolated structure in a non-equilibrium geometry. The level of theory is ωB97M-V/def2-TZVPD.

Net charge   0
Kohn-Sham gap   8.32 eV
HOMO energy   -8.1 eV
Largest force on an atom   2.9 eV Å⁻¹
LUMO   0.193 eV

Each line ends with the Mulliken charge.
Element x y z (Å)
S  0.52990  0.61119  -0.55093  0.723
S  -1.16848  0.36684  1.54148  0.860
F  1.38852  1.74827  -2.75154  -0.130
F  1.26479  3.09504  -1.05297  -0.107
F  -0.19844  -0.22197  3.85448  -0.222
F  -0.52372  2.46311  -2.15545  -0.240
F  -1.85544  1.12753  4.01773  -0.153
F  0.11956  1.86140  3.45274  -0.055
O  -4.55022  -3.37664  -3.75132  -0.347
O  -1.73360  -2.11283  6.45777  -0.520
O  4.12137  1.42245  -3.46376  -0.366
O  4.12777  3.02150  -1.84086  -0.628
O  -2.67899  -2.03036  4.39419  -0.182
O  6.50450  0.62623  5.24147  -0.585
O  2.29156  -4.98449  -2.46478  -0.489
O  -0.40672  -0.27094  -1.18744  -0.477
O  -1.23590  -3.64890  4.82214  -0.446
O  -4.45112  -2.54062  -5.85234  -0.611
O  -0.84865  -1.02429  1.46102  -0.328
O  -2.57664  5.30599  1.88664  -0.335
O  -6.53228  -1.00776  5.29613  -0.545
O  2.89681  -3.37362  3.26019  -0.510
O  1.86916  0.10965  -0.42208  -0.365
O  3.70523  3.05926  1.03961  0.004
O  0.44092  3.90127  1.51886  0.153
O  -3.36386  -1.49996  -4.10491  -0.316
O  -3.15506  -2.06382  -9.62834  -0.351
O  -2.53602  0.67771  1.26285  -0.740
O  4.97653  0.98705  -1.47829  -0.349
O  1.70006  6.23752  1.92630  -0.120
O  0.75780  -0.91898  -6.15608  -0.440
O  -4.08455  1.23730  9.63234  -0.524
N  2.80509  -5.30027  1.12110  -0.498
N  -0.03658  1.35357  0.73265  -1.000
N  -0.39649  6.06307  0.10214  -0.205
N  -0.63875  -2.97229  -8.04515  -0.265
C  -3.26520  -1.74402  -2.68082  0.260
C  2.88437  -2.03711  2.76454  -0.130
C  2.17404  6.58540  3.22714  -0.844
C  -1.45550  6.98649  0.54783  -0.815
C  3.99719  1.22891  2.57859  -0.016
C  1.61494  7.30784  1.00712  -0.666
C  -3.67738  -3.24417  -2.61517  -0.363
C  -4.13970  -2.44895  -4.68712  0.556
C  -1.98036  -4.12666  3.71957  0.089
C  5.62076  2.99737  2.54221  -0.616
C  0.72379  -0.62725  -4.78729  0.037
C  -0.98723  -3.18446  -9.42466  -0.656
C  4.31486  1.90469  -2.21736  0.779
C  1.60074  -3.74923  -2.53170  -0.095
C  1.72650  -4.11949  2.92687  -0.920
C  -4.65728  0.05390  6.30414  -0.276
C  -4.17078  0.79223  7.36832  -0.545
C  0.91247  -2.30372  -6.37597  -0.348
C  0.65067  2.08828  -1.68692  0.253
C  0.80250  -2.62560  -7.84136  -0.965
C  4.64731  0.67551  3.66984  -0.256
C  4.47002  2.41458  2.02468  -0.291
C  -5.84790  -0.64941  6.42957  0.152
C  -2.71333  6.18565  0.79843  -0.786
C  0.85249  6.76532  -0.20412  -0.916
C  6.31018  2.34391  3.55371  -0.401
C  -5.88281  -0.14293  8.74928  -0.611
C  -4.40095  -2.13173  -8.99305  -0.478
C  4.91783  -0.27783  -2.13790  0.052
C  4.67572  0.11592  -3.59549  -0.141
C  5.83028  1.20010  4.18712  0.135
C  -1.88819  -2.57987  5.36619  0.679
C  -0.76197  0.87790  3.36619  0.366
C  1.67116  -4.43025  1.42964  -0.064
C  -4.75513  0.65040  8.61784  0.562
C  -3.42565  4.19128  1.70423  -0.680
C  -2.79068  -2.86298  3.24449  0.052
C  -2.48059  -3.33097  -9.54461  -0.595
C  -6.55069  -0.60568  7.62269  -0.320
C  2.13872  -5.69898  -1.22268  -0.362
C  3.26047  -5.22834  -0.26457  -0.272
H  -5.05318  -2.82981  -9.54400  0.326
H  -6.79862  -1.92115  5.18810  0.322
H  3.21786  6.91329  3.25048  0.281
H  -2.57618  -4.99769  3.95839  0.363
H  -7.53541  -1.03560  7.74064  0.393
H  5.98496  3.97777  2.26938  0.458
H  -4.13088  0.04946  5.35964  0.407
H  -3.80919  -3.21974  3.05282  0.260
H  1.00145  8.14928  1.34565  0.411
H  1.52057  7.38970  3.58063  0.332
H  0.53002  -3.68198  -2.26043  0.221
H  -3.10726  5.72036  -0.11769  0.389
H  1.42847  0.16008  -4.49961  0.103
H  -3.30839  1.43481  7.26618  0.402
H  0.91563  -1.48430  -4.13600  -0.173
H  -4.93600  -1.19751  -9.18557  0.268
H  1.43060  6.11124  -0.86221  0.350
H  1.90477  -5.07074  3.42734  0.496
H  7.14520  2.81725  4.06849  0.336
H  -3.92120  -1.05409  -2.15660  0.241
H  2.64155  7.52996  0.70580  0.442
H  0.18096  -2.89004  -5.80619  0.410
H  -2.80064  -3.83513  -10.47145  0.430
H  2.21929  -1.47826  3.43862  0.129
H  5.59356  0.23245  -4.16890  0.318
H  -2.24275  -1.66869  -2.31852  -0.125
H  0.73899  -4.99550  1.28109  0.346
H  3.50752  -5.07483  1.81463  0.334
H  -0.80139  5.60015  -0.70905  0.241
H  2.08381  5.67734  3.81506  0.212
H  3.03124  0.87356  2.25790  0.557
H  6.39939  -0.33141  5.18289  0.322
H  -0.19734  4.62696  1.10862  0.649
H  4.05042  2.85816  0.16441  -0.084
H  1.86377  -2.61753  -5.91885  0.432
H  2.43204  -1.88855  1.77602  0.108
H  -1.22282  7.48352  1.49538  0.375
H  -3.32922  3.56079  2.58016  0.143
H  5.89157  -0.69702  -1.87550  0.366
H  -1.64929  7.83163  -0.12799  0.420
H  1.61675  -3.41339  -3.57491  -0.030
H  -0.59563  -2.40276  -10.09940  0.359
H  -4.56474  1.64969  10.35205  0.327
H  -2.88091  -3.95521  -8.74031  0.340
H  3.48273  -4.17690  -0.50662  0.100
H  1.49729  -3.35207  -8.24413  0.386
H  -6.47787  -0.00923  9.65379  0.261
H  -0.53799  -4.10537  -9.81445  0.295
H  -2.43701  -2.45154  2.30614  -0.069
H  0.63574  7.67635  -0.78908  0.403
H  -4.47999  4.50178  1.62776  0.406
H  -4.40448  -2.35073  -7.92632  0.177
H  0.29438  2.91870  1.19283  0.603
H  4.14906  -5.80837  -0.50573  0.391
H  0.81846  -3.59758  3.24243  0.338
H  2.08560  -2.98134  -1.89532  0.062
H  0.81404  -1.69731  -8.42505  0.356
H  4.02663  -0.67011  -3.97481  0.152
H  4.18247  -0.99214  -1.76644  -0.237
H  4.22486  -0.23518  4.09622  0.575
H  1.54527  -3.55049  0.78423  0.000
H  -0.23077  -0.19475  -4.45366  0.273
H  -3.28433  3.62773  0.77571  0.303
H  -1.17296  -2.29837  -7.51643  0.248
H  -4.18239  -3.41046  -1.66819  0.325
H  3.90714  -1.67864  2.70705  0.135
H  -3.54368  6.88404  1.00338  0.476
H  -2.79088  -3.85233  -2.81395  0.292
H  1.38753  4.19553  1.36586  0.289
H  -1.31949  -4.20486  2.85463  -0.146
H  2.28380  -6.74360  -1.48308  0.285
H  1.16371  -5.49352  -0.78901  0.276